1.
DFT (ωB97M-V/def2-TZVPD) results for a molecular structure, C34H35N7Ru in a non-equilibrium geometry.

Element x y z (Å)
Ru (0.128, 0.387, 1.595)
C (1.453, -3.289, 0.835)
C (0.608, -3.131, 2.104)
C (-0.882, -2.856, 1.869)
N (-1.216, -1.467, 1.631)
C (-2.481, -1.116, 1.438)
C (-3.524, -2.073, 1.450)
C (-4.871, -1.970, 1.159)
C (-5.593, -0.893, 0.660)
C (-5.126, 0.391, 0.441)
C (-3.893, 0.925, 0.784)
C (-2.730, 0.338, 1.302)
N (-1.671, 1.088, 1.630)
C (-1.760, 2.439, 2.110)
C (-1.518, 2.407, 3.631)
C (-0.047, 2.278, 4.027)
N (0.643, 1.160, 3.414)
C (1.838, 0.783, 3.866)
C (2.447, 1.403, 4.978)
C (3.524, 1.005, 5.743)
C (4.279, -0.162, 5.664)
C (4.231, -1.122, 4.669)
C (3.499, -1.113, 3.490)
C (2.500, -0.239, 3.031)
N (1.967, -0.311, 1.802)
C (2.605, -1.002, 0.706)
C (1.651, -2.002, 0.038)
H (0.980, -4.026, 0.182)
H (2.428, -3.695, 1.116)
H (1.007, -2.347, 2.751)
H (0.673, -4.072, 2.657)
H (-1.420, -3.197, 2.766)
H (-1.221, -3.473, 1.025)
H (-3.226, -3.071, 1.734)
H (-5.434, -2.886, 1.284)
H (-6.629, -1.076, 0.421)
H (-5.825, 1.085, -0.006)
H (-3.798, 1.982, 0.568)
H (-2.737, 2.905, 1.935)
H (-0.979, 3.050, 1.632)
H (-2.083, 1.570, 4.048)
H (-1.895, 3.325, 4.085)
H (-0.018, 2.176, 5.120)
H (0.473, 3.209, 3.748)
H (1.976, 2.314, 5.316)
H (3.772, 1.669, 6.559)
H (4.983, -0.332, 6.467)
H (4.884, -1.977, 4.792)
H (3.695, -1.955, 2.839)
H (3.538, -1.500, 0.985)
H (2.864, -0.235, -0.037)
H (2.050, -2.248, -0.947)
H (0.675, -1.526, -0.099)
N (-0.388, 0.136, -5.583)
C (-0.099, 0.449, -6.882)
C (-0.346, -0.204, -8.072)
C (0.168, 0.373, -9.223)
C (0.877, 1.575, -9.183)
C (1.129, 2.236, -7.998)
C (0.673, 1.644, -6.816)
N (0.862, 1.985, -5.522)
C (0.216, 1.086, -4.788)
C (0.154, 1.059, -3.373)
C (1.015, 1.834, -2.553)
C (0.961, 1.714, -1.193)
N (0.105, 0.873, -0.552)
C (-0.771, 0.188, -1.328)
C (-0.781, 0.246, -2.689)
H (-0.915, -0.660, -5.270)
H (-0.892, -1.134, -8.102)
H (0.027, -0.129, -10.168)
H (1.246, 1.985, -10.112)
H (1.666, 3.170, -7.972)
H (1.707, 2.505, -3.034)
H (1.611, 2.302, -0.550)
H (-1.488, -0.444, -0.819)
H (-1.532, -0.312, -3.226)

energy relative to the best compared isomer or geometry (same formula, charge and spin)	13.3	kcal per mole
Kohn-Sham gap (spin up / spin down)	6.126 / 6.016	eV
molar mass	642.773	g/mol
net charge	+1
2S+1	2
highest occupied orbital energy (spin up / spin down)	-9.8 / -9.8	eV
LUMO (spin up / spin down)	-3.6 / -3.8	eV
expectation value of S²	1.242

2.
DFT (ωB97M-V/def2-TZVPD) results for a molecular structure, C34H36AsF6N2PPtSTe.

Element x y z (Å)
Pt (0.142, -0.650, 0.354)
S (0.628, -0.417, 2.613)
C (-0.666, 0.289, 3.432)
C (-0.454, 0.593, 4.808)
C (-1.460, 1.188, 5.533)
C (-2.678, 1.474, 4.920)
C (-2.905, 1.167, 3.563)
C (-1.913, 0.574, 2.830)
As (-2.087, 0.209, 0.955)
C (-3.923, 0.555, 0.485)
C (-4.400, 1.861, 0.360)
C (-5.758, 2.053, 0.166)
C (-6.619, 0.967, 0.074)
C (-6.130, -0.327, 0.192)
C (-4.777, -0.548, 0.388)
C (-1.951, -1.755, 0.854)
C (-1.767, -2.580, 1.990)
C (-1.901, -3.948, 1.891)
C (-2.226, -4.530, 0.662)
C (-2.441, -3.740, -0.464)
C (-2.301, -2.368, -0.369)
H (0.500, 0.359, 5.265)
H (-1.302, 1.437, 6.574)
H (-3.468, 1.949, 5.489)
H (-3.858, 1.416, 3.113)
H (-3.745, 2.712, 0.409)
H (-6.141, 3.060, 0.075)
H (-7.675, 1.128, -0.094)
H (-6.804, -1.171, 0.134)
H (-4.423, -1.562, 0.493)
H (-1.563, -2.140, 2.956)
H (-1.781, -4.570, 2.768)
H (-2.335, -5.605, 0.592)
H (-2.737, -4.195, -1.400)
H (-2.529, -1.758, -1.236)
N (-0.166, -0.194, -1.706)
C (0.607, -0.942, -2.752)
C (0.381, -2.454, -2.648)
C (1.598, -3.268, -2.205)
C (2.230, -2.796, -0.905)
N (1.221, -2.549, 0.176)
H (-1.157, -0.255, -1.925)
H (0.033, 0.810, -1.743)
H (1.656, -0.690, -2.596)
H (0.317, -0.555, -3.729)
H (0.002, -2.854, -3.587)
H (-0.412, -2.614, -1.918)
H (2.387, -3.249, -2.960)
H (1.291, -4.314, -2.119)
H (2.765, -1.871, -1.042)
H (2.954, -3.535, -0.559)
H (1.690, -2.667, 1.071)
H (0.501, -3.272, 0.134)
Te (2.384, 1.004, 0.347)
C (4.086, -0.053, -0.171)
C (4.829, -0.543, 0.907)
C (6.027, -1.197, 0.656)
C (6.455, -1.382, -0.651)
C (5.704, -0.903, -1.725)
C (4.519, -0.234, -1.490)
C (2.532, 2.446, -1.181)
C (2.169, 2.318, -2.513)
C (2.374, 3.400, -3.355)
C (2.921, 4.576, -2.858)
C (3.285, 4.676, -1.526)
C (3.096, 3.602, -0.662)
H (4.503, -0.383, 1.929)
H (6.630, -1.553, 1.480)
H (7.395, -1.886, -0.838)
H (6.063, -1.038, -2.737)
H (3.968, 0.195, -2.319)
H (1.761, 1.406, -2.923)
H (2.111, 3.322, -4.401)
H (3.062, 5.422, -3.517)
H (3.714, 5.592, -1.142)
H (3.372, 3.702, 0.381)
F (0.098, 2.260, 0.024)
P (-1.067, 3.470, -0.158)
F (-1.845, 2.306, -1.071)
F (-1.779, 2.780, 1.158)
F (-0.222, 4.410, 0.779)
F (-0.327, 3.968, -1.467)
F (-2.271, 4.460, -0.321)

energy relative to the best compared isomer or geometry (same formula, charge and spin)	13.1	kcal per mole
Kohn-Sham gap (spin up / spin down)	5.467 / 5.068	eV
molar mass	1047.305	g/mol
net charge	+3
2S+1	2
highest occupied orbital energy (spin up / spin down)	-16.7 / -16.7	eV
LUMO (spin up / spin down)	-11.3 / -11.7	eV
expectation value of S²	0.776

3.
DFT (ωB97M-V/def2-TZVPD) results for a molecular structure, C34H36AsMoN3OS.

Element x y z (Å)
Mo (-0.516, 0.454, 1.022)
C (-3.168, 3.920, -0.039)
S (-1.464, 3.401, -0.162)
C (-0.653, 4.604, 0.875)
O (-1.448, 2.055, 0.771)
H (-3.493, 3.920, 1.000)
H (-3.777, 3.280, -0.672)
H (-3.177, 4.938, -0.443)
H (-0.723, 5.545, 0.321)
H (0.398, 4.330, 0.964)
H (-1.150, 4.692, 1.840)
C (5.019, 4.086, -0.605)
C (3.924, 4.288, -1.436)
C (2.845, 3.419, -1.381)
C (2.892, 2.342, -0.495)
C (3.987, 2.126, 0.339)
C (5.049, 3.014, 0.280)
As (1.430, 1.103, -0.597)
C (1.583, -0.116, 0.919)
C (1.684, 0.258, 2.301)
C (2.055, -0.695, 3.221)
C (2.383, -1.999, 2.781)
C (2.350, -2.360, 1.449)
C (1.962, -1.425, 0.473)
C (1.964, -1.607, -0.958)
C (2.200, -2.817, -1.617)
C (2.246, -2.842, -3.004)
C (2.058, -1.677, -3.732)
C (1.803, -0.454, -3.095)
C (1.760, -0.435, -1.724)
H (5.860, 4.765, -0.651)
H (3.912, 5.119, -2.129)
H (1.997, 3.582, -2.038)
H (4.038, 1.275, 1.008)
H (5.911, 2.862, 0.915)
H (1.559, 1.296, 2.613)
H (2.154, -0.446, 4.270)
H (2.705, -2.727, 3.517)
H (2.664, -3.355, 1.159)
H (2.365, -3.731, -1.061)
H (2.445, -3.772, -3.519)
H (2.119, -1.706, -4.813)
H (1.667, 0.438, -3.692)
N (-2.751, 0.628, 5.947)
C (-2.290, -0.145, 4.973)
C (-1.740, 0.373, 3.768)
N (-1.318, -0.460, 2.807)
C (-1.399, -1.788, 2.996)
C (-1.909, -2.268, 4.201)
N (-2.337, -1.476, 5.155)
H (-2.762, 1.633, 5.903)
H (-3.124, 0.187, 6.778)
H (-1.648, 1.439, 3.599)
H (-1.069, -2.452, 2.212)
H (-1.970, -3.336, 4.379)
C (-2.748, 0.381, -1.754)
C (-2.281, -0.954, -1.188)
C (-3.456, -1.602, -0.390)
C (-1.218, -0.779, -0.148)
C (-1.747, -1.939, -2.247)
C (-1.631, -1.565, -3.582)
C (-1.296, -2.509, -4.548)
C (-1.050, -3.824, -4.187)
C (-1.123, -4.197, -2.849)
C (-1.467, -3.260, -1.888)
H (-3.233, 0.961, -0.966)
H (-3.497, 0.209, -2.526)
H (-1.931, 0.958, -2.197)
H (-3.891, -0.890, 0.312)
H (-3.166, -2.505, 0.144)
H (-4.215, -1.885, -1.121)
H (-0.695, -1.725, 0.101)
H (-1.855, -0.557, -3.903)
H (-1.257, -2.215, -5.589)
H (-0.819, -4.563, -4.943)
H (-0.951, -5.225, -2.562)
H (-1.577, -3.600, -0.861)

Kohn-Sham gap	4.279	eV
molar mass	705.611	g/mol
net charge	+4
2S+1	1
highest occupied orbital energy	-18.7	eV
LUMO	-14.4	eV

Question: Which of these has the lowest 2S+1?
Answer: C34H36AsMoN3OS

Repeat the third record exactly.
DFT (ωB97M-V/def2-TZVPD) results for a molecular structure, C34H36AsMoN3OS.

Element x y z (Å)
Mo (-0.516, 0.454, 1.022)
C (-3.168, 3.920, -0.039)
S (-1.464, 3.401, -0.162)
C (-0.653, 4.604, 0.875)
O (-1.448, 2.055, 0.771)
H (-3.493, 3.920, 1.000)
H (-3.777, 3.280, -0.672)
H (-3.177, 4.938, -0.443)
H (-0.723, 5.545, 0.321)
H (0.398, 4.330, 0.964)
H (-1.150, 4.692, 1.840)
C (5.019, 4.086, -0.605)
C (3.924, 4.288, -1.436)
C (2.845, 3.419, -1.381)
C (2.892, 2.342, -0.495)
C (3.987, 2.126, 0.339)
C (5.049, 3.014, 0.280)
As (1.430, 1.103, -0.597)
C (1.583, -0.116, 0.919)
C (1.684, 0.258, 2.301)
C (2.055, -0.695, 3.221)
C (2.383, -1.999, 2.781)
C (2.350, -2.360, 1.449)
C (1.962, -1.425, 0.473)
C (1.964, -1.607, -0.958)
C (2.200, -2.817, -1.617)
C (2.246, -2.842, -3.004)
C (2.058, -1.677, -3.732)
C (1.803, -0.454, -3.095)
C (1.760, -0.435, -1.724)
H (5.860, 4.765, -0.651)
H (3.912, 5.119, -2.129)
H (1.997, 3.582, -2.038)
H (4.038, 1.275, 1.008)
H (5.911, 2.862, 0.915)
H (1.559, 1.296, 2.613)
H (2.154, -0.446, 4.270)
H (2.705, -2.727, 3.517)
H (2.664, -3.355, 1.159)
H (2.365, -3.731, -1.061)
H (2.445, -3.772, -3.519)
H (2.119, -1.706, -4.813)
H (1.667, 0.438, -3.692)
N (-2.751, 0.628, 5.947)
C (-2.290, -0.145, 4.973)
C (-1.740, 0.373, 3.768)
N (-1.318, -0.460, 2.807)
C (-1.399, -1.788, 2.996)
C (-1.909, -2.268, 4.201)
N (-2.337, -1.476, 5.155)
H (-2.762, 1.633, 5.903)
H (-3.124, 0.187, 6.778)
H (-1.648, 1.439, 3.599)
H (-1.069, -2.452, 2.212)
H (-1.970, -3.336, 4.379)
C (-2.748, 0.381, -1.754)
C (-2.281, -0.954, -1.188)
C (-3.456, -1.602, -0.390)
C (-1.218, -0.779, -0.148)
C (-1.747, -1.939, -2.247)
C (-1.631, -1.565, -3.582)
C (-1.296, -2.509, -4.548)
C (-1.050, -3.824, -4.187)
C (-1.123, -4.197, -2.849)
C (-1.467, -3.260, -1.888)
H (-3.233, 0.961, -0.966)
H (-3.497, 0.209, -2.526)
H (-1.931, 0.958, -2.197)
H (-3.891, -0.890, 0.312)
H (-3.166, -2.505, 0.144)
H (-4.215, -1.885, -1.121)
H (-0.695, -1.725, 0.101)
H (-1.855, -0.557, -3.903)
H (-1.257, -2.215, -5.589)
H (-0.819, -4.563, -4.943)
H (-0.951, -5.225, -2.562)
H (-1.577, -3.600, -0.861)

Kohn-Sham gap	4.279	eV
molar mass	705.611	g/mol
net charge	+4
2S+1	1
highest occupied orbital energy	-18.7	eV
LUMO	-14.4	eV

Question: Number 2 is which compound?
Answer: C34H36AsF6N2PPtSTe

Question: The highest molar mass belongs to which entry?
Answer: C34H36AsF6N2PPtSTe